Here is 2 unconnected molecules or ions with the total composition C4H7ClO2 at a distorted geometry from the Open Molecules 2025 dataset. Energies are from the ωB97M-V functional and the def2-TZVPD basis.

The relative energy (zero: lowest compared OMol25 entry of this formula, charge and spin) is 4.860 eV. As for the lowest unoccupied orbital energy (alpha / beta): 0.0028 / 0.0101 Ha. The energy comes out at -767.095225 Ha. The molecular weight comes out at 122.551 g/mol. For the HOMO energy (alpha / beta), the calculation gives -8.1 / -7.8 eV. The largest force on an atom is 5.9 eV/Å. The calculation puts the gap between HOMO and LUMO (alpha / beta) at 0.3011 / 0.2985 Ha.

```
! wB97M-V def2-TZVPD RIJCOSX def2/J DEFGRID3
* xyz 0 1
C 2.32 1.01 0.29
C -0.60 -0.59 1.36
C -1.37 -0.69 -2.12
C -0.40 -0.04 -0.01
O 2.05 1.48 1.37
O -0.74 -0.83 -0.95
Cl -1.01 1.60 0.03
H 2.01 1.38 -0.64
H -0.50 0.26 2.05
H -0.06 -1.51 1.71
H -1.64 -0.77 1.35
H -1.64 0.26 -2.44
H -1.52 -1.65 -2.51
H 3.08 0.09 0.51
*
```

Mulliken analysis output, partial charges in e: atom 1 (C): -0.17, atom 2 (C): -1.26, atom 3 (C): -0.46, atom 4 (C): 0.51, atom 5 (O): -0.38, atom 6 (O): -0.29, atom 7 (Cl): -0.19, atom 8 (H): 0.33, atom 9 (H): 0.36, atom 10 (H): 0.26, atom 11 (H): 0.45, atom 12 (H): 0.29, atom 13 (H): 0.30, atom 14 (H): 0.24



Here is a molecular structure, C36H68Cl6GeN3O4PSSi6Tc at a distorted geometry from the Open Molecules 2025 dataset. Energies are from the ωB97M-V functional and the def2-TZVPD basis.

Its expectation value of S² is 3.811. The relative energy (zero: lowest compared OMol25 entry of this formula, charge and spin) is 1.332 eV. As for the lowest unoccupied orbital energy (alpha / beta): 0.1492 / 0.1343 Ha. The energy comes out at -9273.578862 Ha. The molecular weight comes out at 1221.842 g/mol. For the HOMO energy (alpha / beta), the calculation gives -1.0 / -3.3 eV. The largest force on an atom is 3.0 eV/Å. The calculation puts the gap between HOMO and LUMO (alpha / beta) at 0.1852 / 0.2554 Ha.

```
! wB97M-V def2-TZVPD RIJCOSX def2/J DEFGRID3
* xyz -2 4
Tc 0.55 0.37 0.55
C 5.12 6.03 1.11
C 4.70 4.89 0.22
C 5.57 3.84 -0.07
C 5.13 2.75 -0.80
C 3.81 2.69 -1.20
C 2.96 3.74 -0.97
C 3.40 4.85 -0.27
S 3.11 1.24 -1.95
O 4.15 0.22 -1.99
O 2.66 1.62 -3.27
O 1.99 0.86 -1.08
H 6.16 5.95 1.39
H 4.51 5.99 2.02
H 4.94 6.99 0.63
H 6.59 3.87 0.30
H 5.77 1.91 -1.02
H 1.94 3.68 -1.30
H 2.72 5.66 -0.06
C -0.92 -2.81 -3.64
Ge -0.82 -1.08 -2.53
C -0.19 0.18 -3.94
C -2.84 -0.99 -2.47
C 0.26 -1.61 -0.85
H -1.57 -2.59 -4.49
H -1.40 -3.62 -3.08
H 0.00 -3.19 -4.06
H -0.12 -0.33 -4.89
H 0.78 0.62 -3.72
H -0.91 0.99 -4.03
H -3.17 -0.94 -3.51
H -3.23 -0.12 -1.96
H -3.26 -1.90 -2.03
H -0.35 -2.37 -0.35
C 0.41 1.46 5.56
Si -0.26 -0.22 4.92
C 1.07 -1.46 5.54
C -1.79 -0.45 6.08
Si -0.84 -0.66 2.30
Si -1.01 -3.13 2.51
C -1.66 -3.79 4.21
C 0.59 -4.18 2.24
C -2.23 -3.99 1.28
Si -3.37 -0.33 2.55
C -3.93 1.50 2.73
C -4.48 -1.21 3.87
C -4.22 -1.00 0.95
H 0.79 1.37 6.58
H -0.35 2.23 5.56
H 1.23 1.81 4.94
H 1.06 -1.57 6.62
H 2.05 -1.10 5.26
H 0.95 -2.45 5.10
H -1.52 -0.31 7.12
H -2.23 -1.43 5.98
H -2.54 0.29 5.84
H -0.95 -3.59 5.00
H -1.84 -4.86 4.20
H -2.58 -3.30 4.47
H 1.44 -3.70 2.70
H 0.80 -4.27 1.18
H 0.52 -5.19 2.65
H -3.26 -3.78 1.55
H -2.11 -5.07 1.26
H -2.09 -3.64 0.26
H -3.64 1.90 3.69
H -5.01 1.63 2.62
H -3.45 2.12 1.99
H -4.23 -0.92 4.88
H -4.37 -2.29 3.81
H -5.53 -0.99 3.72
H -3.53 -0.96 0.13
H -5.10 -0.42 0.67
H -4.54 -2.03 1.06
Cl 3.15 -1.90 2.80
Si 2.61 -0.03 1.85
Cl 4.46 0.25 0.84
Cl 3.21 1.09 3.57
C 4.59 -2.90 -2.26
N 4.14 -3.48 -1.01
C 3.71 -4.84 -1.23
N 2.68 -4.97 -2.25
C 3.15 -4.34 -3.47
N 3.58 -2.96 -3.31
C 2.48 -2.05 -3.03
P 1.62 -2.54 -1.48
C 3.11 -2.66 -0.40
C 1.43 -4.37 -1.80
H 5.47 -3.45 -2.59
H 4.84 -1.85 -2.09
H 3.33 -5.25 -0.29
H 4.58 -5.43 -1.55
H 2.36 -4.39 -4.22
H 4.01 -4.92 -3.84
H 1.80 -2.02 -3.89
H 2.90 -1.04 -2.88
H 2.86 -3.06 0.59
H 3.52 -1.66 -0.27
H 0.66 -4.56 -2.56
H 1.12 -4.86 -0.87
C -4.18 5.20 -4.90
C -3.61 4.27 -3.87
C -4.42 3.66 -2.92
C -3.91 2.81 -1.96
C -4.87 2.18 -1.00
C -2.51 2.51 -1.93
C -2.05 1.59 -0.97
O -0.95 0.89 -0.97
C -1.68 3.19 -2.87
C -0.18 3.16 -2.80
C -2.24 4.03 -3.81
H -5.26 5.07 -5.00
H -3.72 5.03 -5.88
H -4.00 6.24 -4.62
H -5.49 3.85 -2.93
H -5.89 2.54 -1.19
H -4.62 2.42 0.03
H -4.87 1.10 -1.10
H -2.73 1.37 -0.13
H 0.18 2.33 -2.20
H 0.15 4.09 -2.35
H 0.27 3.09 -3.78
H -1.58 4.54 -4.51
Cl 1.89 3.76 2.20
Si 0.22 2.63 1.47
Cl -0.57 4.17 0.26
Cl -1.07 3.08 3.11
*
```

Results of the Mulliken charge analysis, in e, for atoms 1 through 99: atom 1 (Tc): -0.35, atom 2 (C): -1.40, atom 3 (C): 1.44, atom 4 (C): -0.93, atom 5 (C): -0.59, atom 6 (C): -0.53, atom 7 (C): -0.30, atom 8 (C): -1.10, atom 9 (S): 1.46, atom 10 (O): -0.81, atom 11 (O): -0.82, atom 12 (O): 0.49, atom 13 (H): 0.35, atom 14 (H): 0.26, atom 15 (H): 0.33, atom 16 (H): 0.29, atom 17 (H): 0.56, atom 18 (H): 0.28, atom 19 (H): 0.34, atom 20 (C): -1.84, atom 21 (Ge): 2.46, atom 22 (C): -1.45, atom 23 (C): -1.31, atom 24 (C): 0.98, atom 25 (H): 0.53, atom 26 (H): 0.35, atom 27 (H): 0.54, atom 28 (H): 0.66, atom 29 (H): 0.22, atom 30 (H): 0.38, atom 31 (H): 0.45, atom 32 (H): -0.01, atom 33 (H): 0.48, atom 34 (H): -0.54, atom 35 (C): -1.07, atom 36 (Si): 0.91, atom 37 (C): -1.01, atom 38 (C): -1.36, atom 39 (Si): -0.02, atom 40 (Si): 0.40, atom 41 (C): -0.98, atom 42 (C): -0.45, atom 43 (C): -1.12, atom 44 (Si): 0.65, atom 45 (C): -1.05, atom 46 (C): -1.30, atom 47 (C): -0.74, atom 48 (H): 0.33, atom 49 (H): 0.32, atom 50 (H): 0.19, atom 51 (H): 0.42, atom 52 (H): 0.31, atom 53 (H): 0.17, atom 54 (H): 0.49, atom 55 (H): 0.35, atom 56 (H): 0.27, atom 57 (H): 0.29, atom 58 (H): 0.39, atom 59 (H): 0.13, atom 60 (H): 0.06, atom 61 (H): -0.36, atom 62 (H): 0.59, atom 63 (H): 0.37, atom 64 (H): 0.45, atom 65 (H): 0.02, atom 66 (H): 0.35, atom 67 (H): 0.39, atom 68 (H): 0.03, atom 69 (H): 0.33, atom 70 (H): 0.34, atom 71 (H): 0.41, atom 72 (H): -0.47, atom 73 (H): 0.57, atom 74 (H): 0.58, atom 75 (Cl): -0.44, atom 76 (Si): 0.87, atom 77 (Cl): -0.44, atom 78 (Cl): -0.37, atom 79 (C): -1.04, atom 80 (N): 0.16, atom 81 (C): -1.01, atom 82 (N): 0.08, atom 83 (C): -1.09, atom 84 (N): 0.14, atom 85 (C): -0.77, atom 86 (P): 0.75, atom 87 (C): 0.10, atom 88 (C): -1.26, atom 89 (H): 0.32, atom 90 (H): 0.47, atom 91 (H): 0.46, atom 92 (H): 0.28, atom 93 (H): 0.48, atom 94 (H): 0.29, atom 95 (H): 0.36, atom 96 (H): -0.09, atom 97 (H): -0.21, atom 98 (H): -0.74, atom 99 (H): 0.47



Here is a molecular structure, C28H46BrCrN3P2 at a distorted geometry from the Open Molecules 2025 dataset. Energies are from the ωB97M-V functional and the def2-TZVPD basis.

Its expectation value of S² is 6.164. As for the lowest unoccupied orbital energy (alpha / beta): -0.2738 / -0.2581 Ha. The energy comes out at -5559.281586 Ha. The molecular weight comes out at 618.545 g/mol. For the HOMO energy (alpha / beta), the calculation gives -12.2 / -12.2 eV. The largest force on an atom is 3.3 eV/Å. The calculation puts the gap between HOMO and LUMO (alpha / beta) at 0.1759 / 0.1917 Ha.

```
! wB97M-V def2-TZVPD RIJCOSX def2/J DEFGRID3
* xyz 2 5
N -6.05 4.28 -5.19
C -5.87 4.64 -3.91
C -5.02 3.94 -3.05
C -4.31 2.79 -3.52
C -4.47 2.48 -4.89
C -5.38 3.23 -5.66
C -3.40 2.12 -2.61
Cr -0.45 0.42 -1.41
P 4.23 -0.63 -0.85
C -2.30 1.35 -2.97
C -0.99 1.96 -2.73
C 0.21 1.38 -3.31
C 1.35 2.23 -3.38
C 1.53 3.20 -2.39
C 0.50 3.48 -1.47
C -0.74 2.85 -1.61
Br 3.23 3.81 -2.03
H -3.53 2.42 -1.57
H -2.42 0.49 -3.65
H -4.90 4.28 -2.02
H -3.95 1.66 -5.37
H -6.43 5.51 -3.55
H -5.57 2.97 -6.71
H 0.10 0.63 -4.08
H -1.61 3.35 -1.16
H 2.09 2.14 -4.16
H 0.67 4.24 -0.70
P -0.86 -2.12 -1.27
C 4.83 1.11 -0.85
C 6.27 1.27 -1.30
H 4.68 1.52 0.16
H 4.15 1.67 -1.52
H 6.55 2.33 -1.24
H 6.96 0.71 -0.67
H 6.42 0.96 -2.34
C 3.41 -0.75 -2.48
C 4.17 -1.66 -3.45
H 3.35 0.27 -2.89
H 2.38 -1.10 -2.32
H 3.64 -1.71 -4.41
H 5.18 -1.29 -3.66
H 4.26 -2.68 -3.07
C 3.10 -0.68 0.59
C 3.72 -1.45 1.77
H 2.15 -1.15 0.27
H 2.89 0.36 0.88
H 2.97 -2.04 2.30
H 4.52 -2.13 1.42
H 4.17 -0.76 2.51
C -0.74 -3.30 0.15
C -1.59 -4.59 0.12
H -0.97 -2.74 1.07
H 0.32 -3.58 0.21
H -2.65 -4.41 0.34
H -1.54 -5.11 -0.86
H -1.20 -5.29 0.87
C 0.03 -3.08 -2.55
C -0.10 -2.54 -3.97
H -0.32 -4.12 -2.49
H 1.09 -3.07 -2.24
H -1.14 -2.54 -4.31
H 0.27 -1.52 -4.08
H 0.48 -3.18 -4.66
C -2.65 -2.24 -1.65
C -3.44 -1.58 -0.51
H -2.94 -3.31 -1.77
H -2.83 -1.72 -2.61
H -4.20 -0.90 -0.92
H -3.95 -2.34 0.10
H -2.80 -0.98 0.16
C -1.51 0.55 3.87
N -0.43 -0.06 3.08
C 0.77 -0.56 3.78
C -0.47 0.00 1.79
N -0.77 0.22 0.66
H -1.33 0.38 4.93
H -2.48 0.12 3.60
H -1.57 1.63 3.70
H 0.95 -1.61 3.54
H 1.68 0.00 3.48
H 0.61 -0.45 4.85
*
```

Mulliken analysis output, partial charges in e: atom 1 (N): -0.51, atom 2 (C): -0.39, atom 3 (C): -0.46, atom 4 (C): 0.59, atom 5 (C): -0.33, atom 6 (C): -0.40, atom 7 (C): -0.89, atom 8 (Cr): 0.66, atom 9 (P): -0.39, atom 10 (C): 0.12, atom 11 (C): -0.69, atom 12 (C): -0.26, atom 13 (C): -0.47, atom 14 (C): -0.23, atom 15 (C): -0.82, atom 16 (C): 0.16, atom 17 (Br): -0.06, atom 18 (H): 0.77, atom 19 (H): 0.58, atom 20 (H): 0.36, atom 21 (H): 0.38, atom 22 (H): 0.36, atom 23 (H): 0.37, atom 24 (H): 0.74, atom 25 (H): 0.47, atom 26 (H): 0.59, atom 27 (H): 0.55, atom 28 (P): 0.49, atom 29 (C): 0.53, atom 30 (C): -1.30, atom 31 (H): 0.62, atom 32 (H): -0.84, atom 33 (H): 0.38, atom 34 (H): 0.38, atom 35 (H): 0.31, atom 36 (C): 1.18, atom 37 (C): -1.53, atom 38 (H): -0.03, atom 39 (H): -0.78, atom 40 (H): 0.41, atom 41 (H): 0.38, atom 42 (H): 0.39, atom 43 (C): 1.15, atom 44 (C): -1.48, atom 45 (H): -0.85, atom 46 (H): 0.35, atom 47 (H): 0.27, atom 48 (H): 0.51, atom 49 (H): 0.31, atom 50 (C): -0.40, atom 51 (C): -1.33, atom 52 (H): 0.23, atom 53 (H): 0.48, atom 54 (H): 0.28, atom 55 (H): 0.31, atom 56 (H): 0.41, atom 57 (C): -0.77, atom 58 (C): -0.89, atom 59 (H): 0.57, atom 60 (H): 0.29, atom 61 (H): 0.37, atom 62 (H): -0.07, atom 63 (H): 0.41, atom 64 (C): -0.53, atom 65 (C): -1.15, atom 66 (H): 0.61, atom 67 (H): 0.44, atom 68 (H): 0.32, atom 69 (H): 0.28, atom 70 (H): 0.10, atom 71 (C): -0.87, atom 72 (N): 0.08, atom 73 (C): -0.69, atom 74 (C): 0.02, atom 75 (N): -0.06, atom 76 (H): 0.33, atom 77 (H): 0.32, atom 78 (H): 0.35, atom 79 (H): 0.25, atom 80 (H): 0.30, atom 81 (H): 0.33



Here is a molecular structure, C3H4N3 at a distorted geometry from the Open Molecules 2025 dataset. Energies are from the ωB97M-V functional and the def2-TZVPD basis.

Its expectation value of S² is 2.016. The relative energy (zero: lowest compared OMol25 entry of this formula, charge and spin) is 4.187 eV. As for the lowest unoccupied orbital energy (alpha / beta): -0.2766 / -0.3590 Ha. The energy comes out at -280.398970 Ha. The molecular weight comes out at 82.086 g/mol. For the HOMO energy (alpha / beta), the calculation gives -14.6 / -18.0 eV. The largest force on an atom is 10.3 eV/Å. The calculation puts the gap between HOMO and LUMO (alpha / beta) at 0.2613 / 0.3023 Ha.

```
! wB97M-V def2-TZVPD RIJCOSX def2/J DEFGRID3
* xyz 1 3
C 1.73 0.46 -0.31
C 0.01 0.20 0.55
C -1.20 -0.05 -0.31
N 2.14 -0.81 -0.05
N 1.11 -1.14 0.51
N 0.78 1.18 -0.13
H -0.05 0.33 1.69
H -1.76 -1.06 -0.12
H -0.91 -0.01 -1.38
H -1.86 0.90 -0.45
*
```

Mulliken analysis output, partial charges in e: atom 1 (C): 0.31, atom 2 (C): 0.34, atom 3 (C): -1.02, atom 4 (N): 0.02, atom 5 (N): 0.12, atom 6 (N): -0.18, atom 7 (H): 0.38, atom 8 (H): 0.33, atom 9 (H): 0.34, atom 10 (H): 0.36